1.
C35H68BF9N22O15S | the ωB97M-V functional and the def2-TZVPD basis

Summary:
- HOMO level: -8.7163 eV
- Kohn-Sham gap: 8.6 eV
- Strongest force on any atom: 2.33 eV/A
- SMILES: CC[C@@H](C)c1ccc2c(c1)C(=O)c1c(B(O)O)cc(CCCCC(F)(F)C(F)(F)S(F)(F)(F)(F)F)cc1C2=O.NC(N)=O.NC(N)=O.NC(N)=O.NC(N)=O.NC(N)=O.NC(N)=O.NC(N)=O.NC(N)=O.NC(N)=O.NC(N)=O.NC(N)=O
- Total energy: -136875.5455 eV

Positions of all 151 atoms, in Å:
C1 -5.012 -4.859 5.193
C2 -5.237 -6.046 4.223
C3 -6.383 -5.796 3.204
C4 -7.383 -4.710 3.700
C5 -5.913 -5.350 1.819
C6 -4.607 -5.139 1.460
C7 -4.220 -4.688 0.207
C8 -5.202 -4.456 -0.714
C9 -6.530 -4.693 -0.386
C10 -6.900 -5.136 0.848
C11 -7.572 -4.400 -1.444
O1 -8.497 -5.152 -1.683
C12 -7.302 -3.108 -2.189
C13 -8.311 -2.210 -2.481
B1 -9.830 -2.423 -2.071
O2 -10.080 -2.990 -0.843
O3 -10.882 -2.039 -2.857
C14 -7.944 -1.035 -3.138
C15 -6.625 -0.802 -3.466
C16 -6.293 0.535 -4.125
C17 -6.278 1.586 -2.964
C18 -4.844 1.885 -2.444
C19 -4.502 0.931 -1.277
C20 -3.150 1.224 -0.586
F1 -2.567 2.354 -1.023
F2 -3.483 1.469 0.730
C21 -2.189 0.000 -0.512
F3 -2.841 -1.128 -0.273
F4 -1.394 0.181 0.563
S1 -1.025 -0.273 -1.974
F5 -1.769 -1.627 -2.379
F6 -0.056 -1.119 -1.025
F7 -0.192 1.032 -1.629
F8 -1.945 0.489 -3.021
F9 -0.001 -0.544 -3.162
C22 -5.646 -1.717 -3.171
C23 -5.979 -2.882 -2.518
C24 -4.953 -3.916 -2.099
O4 -4.031 -4.272 -2.814
H1 -5.824 -4.800 5.919
H2 -4.094 -4.995 5.777
H3 -4.941 -3.908 4.658
H4 -5.583 -6.867 4.866
H5 -4.303 -6.376 3.764
H6 -6.996 -6.698 3.082
H7 -6.945 -3.708 3.646
H8 -8.266 -4.668 3.056
H9 -7.708 -4.904 4.725
H10 -3.809 -5.303 2.180
H11 -3.181 -4.515 -0.054
H12 -7.953 -5.284 1.058
H13 -10.760 -3.672 -0.914
H14 -10.569 -1.645 -3.680
H15 -8.710 -0.290 -3.347
H16 -5.325 0.477 -4.622
H17 -7.071 0.792 -4.848
H18 -6.804 1.140 -2.110
H19 -6.823 2.499 -3.219
H20 -4.114 1.828 -3.255
H21 -4.878 2.893 -2.012
H22 -5.299 1.038 -0.535
H23 -4.519 -0.115 -1.595
H24 -4.613 -1.491 -3.427
C25 -6.514 0.970 2.819
O5 -6.665 0.042 2.033
N1 -5.584 1.945 2.625
N2 -7.260 1.106 3.951
H25 -5.447 2.714 3.254
H26 -5.018 1.870 1.803
H27 -7.957 0.405 4.127
H28 -7.148 1.862 4.600
C26 -6.938 -1.570 7.410
O6 -7.484 -2.549 6.936
N3 -6.128 -0.750 6.676
N4 -7.092 -1.207 8.722
H29 -5.670 0.060 7.047
H30 -5.993 -0.985 5.708
H31 -7.680 -1.787 9.291
H32 -6.652 -0.406 9.134
C27 -2.768 1.181 -6.653
O7 -3.959 0.989 -6.827
N5 -2.030 0.458 -5.761
N6 -2.073 2.138 -7.337
H33 -1.050 0.600 -5.604
H34 -2.506 -0.256 -5.243
H35 -2.585 2.688 -8.002
H36 -1.095 2.313 -7.211
C28 3.362 2.627 0.399
O8 3.889 3.567 0.990
N7 4.081 1.664 -0.236
N8 2.012 2.481 0.333
H37 3.666 0.895 -0.725
H38 5.082 1.741 -0.214
H39 1.451 3.176 0.791
H40 1.558 1.725 -0.143
C29 6.263 4.296 -2.301
O9 5.787 3.284 -2.800
N9 7.061 5.150 -2.999
N10 6.038 4.647 -1.001
H41 7.465 5.979 -2.608
H42 7.254 4.922 -3.957
H43 5.456 4.042 -0.449
H44 6.420 5.470 -0.576
C30 10.482 2.980 -2.898
O10 10.408 3.954 -3.644
N11 9.381 2.265 -2.528
N12 11.658 2.537 -2.380
H45 9.412 1.465 -1.924
H46 8.497 2.570 -2.894
H47 12.484 3.044 -2.633
H48 11.741 1.740 -1.762
C31 9.465 -1.588 -3.294
O11 9.984 -0.660 -2.704
N13 10.197 -2.550 -3.934
N14 8.108 -1.747 -3.370
H49 9.792 -3.322 -4.427
H50 11.195 -2.461 -3.900
H51 7.540 -1.057 -2.915
H52 7.663 -2.503 -3.852
C32 7.684 4.494 2.859
O12 8.872 4.690 3.046
N15 6.795 4.328 3.886
N16 7.132 4.420 1.612
H53 5.814 4.165 3.750
H54 7.158 4.375 4.819
H55 7.745 4.534 0.828
H56 6.152 4.257 1.453
C33 -6.806 5.038 4.600
O13 -6.749 3.849 4.311
N17 -6.484 6.017 3.711
N18 -7.198 5.474 5.830
H57 -6.524 6.995 3.922
H58 -6.194 5.727 2.795
H59 -7.444 4.776 6.507
H60 -7.253 6.441 6.086
C34 13.150 0.650 0.509
O14 12.757 0.585 -0.649
N19 12.748 -0.235 1.468
N20 14.018 1.601 0.936
H61 13.058 -0.202 2.420
H62 12.104 -0.952 1.189
H63 14.337 2.268 0.259
H64 14.352 1.666 1.878
C35 15.945 -1.814 -0.965
O15 16.444 -0.875 -0.369
N21 16.702 -2.766 -1.596
N22 14.596 -1.995 -1.053
H65 16.316 -3.546 -2.092
H66 17.698 -2.663 -1.550
H67 14.012 -1.313 -0.601
H68 14.167 -2.759 -1.537

=====

2.
C35H69ClF2N7O9S | the ωB97M-V functional and the def2-TZVPD basis

Summary:
- HOMO level: -10.4660 eV
- Kohn-Sham gap: 6.2 eV
- Strongest force on any atom: 6.92 eV/A
- Charge: +1
- Total energy: -95052.8874 eV

Positions of all 124 atoms, in Å:
C1 5.920 -3.759 -1.076
C2 5.833 -4.557 -2.473
C3 4.304 -4.731 -3.004
C4 3.875 -3.344 -3.690
C5 2.294 -3.108 -3.821
C6 1.417 -3.591 -2.556
C7 0.295 -2.449 -2.306
C8 0.710 -1.006 -1.832
S1 2.467 -0.567 -1.501
O1 3.121 -0.135 -2.792
O2 2.657 0.496 -0.467
F1 3.379 -1.900 -0.973
C9 -0.412 0.052 -1.662
C10 -0.229 1.576 -1.243
C11 -0.039 2.461 -2.580
C12 0.706 3.863 -2.341
Cl1 0.753 1.576 -3.979
C13 -1.892 -0.398 -1.971
C14 -2.203 -1.839 -2.409
C15 -3.707 -2.253 -2.727
C16 -4.639 -1.003 -3.190
C17 -5.755 -1.649 -4.170
F2 -6.218 -2.927 -3.642
N1 -1.101 -2.790 -2.563
O3 -1.481 -4.034 -2.983
H1 6.912 -3.939 -0.541
H2 5.832 -2.624 -1.233
H3 5.030 -4.048 -0.404
H4 6.321 -5.576 -2.309
H5 6.491 -3.996 -3.229
H6 4.339 -5.530 -3.821
H7 3.694 -5.029 -2.088
H8 4.285 -3.378 -4.772
H9 4.408 -2.441 -3.209
H10 1.948 -3.722 -4.740
H11 1.997 -2.024 -4.059
H12 0.935 -4.596 -2.863
H13 2.009 -3.808 -1.607
H14 0.545 1.767 -0.431
H15 -1.243 1.909 -0.796
H16 -1.106 2.728 -2.933
H17 1.648 3.781 -1.705
H18 1.042 4.227 -3.387
H19 -0.045 4.648 -1.954
H20 -2.734 0.379 -1.873
H21 -4.148 -2.719 -1.784
H22 -3.716 -3.007 -3.588
H23 -5.194 -0.644 -2.256
H24 -4.054 -0.184 -3.725
H25 -6.678 -0.987 -4.268
H26 -5.337 -1.864 -5.213
H27 -1.441 -4.590 -2.162
C18 -1.739 6.115 1.558
C19 -1.110 4.973 0.809
O4 -1.598 4.521 -0.226
N2 0.037 4.438 1.310
C20 0.759 4.827 2.503
H28 -2.643 6.435 1.039
H29 -2.013 5.796 2.565
H30 -1.048 6.959 1.602
H31 0.402 3.677 0.755
H32 1.771 5.117 2.212
H33 0.814 3.962 3.168
H34 0.281 5.654 3.024
C21 5.914 -4.042 3.150
C22 6.535 -5.200 2.417
O5 6.044 -5.662 1.391
N3 7.677 -5.737 2.925
C23 8.403 -5.338 4.112
H35 5.012 -3.724 2.625
H36 5.637 -4.344 4.162
H37 6.610 -3.202 3.182
H38 8.035 -6.510 2.379
H39 9.417 -5.061 3.815
H40 8.451 -6.195 4.787
H41 7.933 -4.501 4.622
C24 -4.304 5.894 4.987
C25 -4.056 7.322 4.579
O6 -3.069 7.653 3.935
N4 -4.972 8.258 4.949
C26 -6.192 8.068 5.705
H42 -3.490 5.267 4.621
H43 -4.338 5.815 6.076
H44 -5.239 5.536 4.552
H45 -4.739 9.191 4.640
H46 -7.030 8.407 5.093
H47 -6.136 8.684 6.605
H48 -6.346 7.029 5.987
C27 -1.668 9.732 -2.821
C28 -1.508 8.556 -1.896
O7 -2.336 8.286 -1.038
N5 -0.397 7.779 -2.037
C29 0.688 7.930 -2.982
H49 -2.597 10.252 -2.587
H50 -0.838 10.430 -2.687
H51 -1.713 9.391 -3.857
H52 -0.361 7.010 -1.382
H53 0.749 7.019 -3.583
H54 1.617 8.050 -2.421
H55 0.548 8.786 -3.638
C30 3.920 -10.470 3.285
C31 5.140 -9.603 3.126
O8 6.242 -9.950 3.530
N6 4.991 -8.398 2.510
C32 3.787 -7.811 1.968
H56 4.197 -11.394 3.793
H57 3.170 -9.955 3.890
H58 3.509 -10.723 2.305
H59 5.852 -7.874 2.440
H60 3.950 -7.623 0.904
H61 3.613 -6.861 2.477
H62 2.919 -8.456 2.095
C33 -7.245 -1.613 0.678
C34 -6.995 -0.190 0.256
O9 -6.005 0.134 -0.395
N7 -7.905 0.751 0.618
C35 -9.125 0.571 1.378
H63 -6.434 -2.245 0.316
H64 -7.277 -1.680 1.767
H65 -8.182 -1.972 0.247
H66 -7.670 1.681 0.300
H67 -9.963 0.907 0.764
H68 -9.066 1.196 2.272
H69 -9.281 -0.464 1.670

=====

3.
C35H70MnN6O2P2 | the ωB97M-V functional and the def2-TZVPD basis

Summary:
- HOMO level (spin up / spin down): -4.8377 / -6.1757 eV
- Kohn-Sham gap (spin up / spin down): 5.4 / 6.7 eV
- Strongest force on any atom: 7.49 eV/A
- Total energy: -100364.8250 eV
- 2S+1: 6
- <S²>: 8.76

Positions of all 116 atoms, in Å:
Mn1 1.135 -0.060 1.211
C1 0.038 -2.042 5.927
N1 0.599 -1.027 5.072
C2 0.620 -0.991 3.722
N2 0.049 -2.021 3.072
O1 1.135 -0.060 3.115
H1 0.198 -1.751 6.968
H2 0.530 -2.997 5.726
H3 -1.033 -2.132 5.726
H4 1.045 -0.223 5.497
H5 -0.382 -2.800 3.539
H6 0.063 -1.997 2.063
N3 0.192 -1.694 0.544
P1 0.717 -2.860 -0.493
N4 -0.482 -3.213 -1.547
C3 -1.275 -4.430 -1.533
C4 -2.701 -4.161 -1.053
C5 -3.392 -3.056 -1.855
C6 -2.472 -2.456 -2.911
C7 -1.104 -2.125 -2.312
N5 1.970 -2.335 -1.390
C8 2.597 -3.157 -2.419
C9 2.564 -2.495 -3.796
C10 3.141 -1.085 -3.752
C11 2.490 -0.272 -2.638
C12 2.560 -1.007 -1.301
N6 1.183 -4.165 0.398
C13 0.274 -4.661 1.446
C14 0.766 -4.395 2.867
C15 2.096 -5.090 3.137
C16 2.877 -5.339 1.851
C17 2.594 -4.257 0.810
H7 -0.823 -5.212 -0.918
H8 -1.297 -4.860 -2.543
H9 -2.691 -3.881 0.007
H10 -3.289 -5.084 -1.120
H11 -3.720 -2.268 -1.166
H12 -4.299 -3.445 -2.331
H13 -2.926 -1.549 -3.328
H14 -2.356 -3.158 -3.746
H15 -1.232 -1.250 -1.664
H16 -0.433 -1.819 -3.120
H17 2.107 -4.135 -2.487
H18 3.638 -3.359 -2.137
H19 1.533 -2.458 -4.164
H20 3.132 -3.102 -4.510
H21 2.993 -0.588 -4.717
H22 4.223 -1.138 -3.579
H23 1.442 -0.071 -2.895
H24 2.989 0.700 -2.553
H25 2.063 -0.393 -0.545
H26 3.604 -1.094 -0.975
H27 0.139 -5.741 1.305
H28 -0.722 -4.221 1.335
H29 0.020 -4.732 3.595
H30 0.880 -3.314 3.019
H31 1.928 -6.047 3.644
H32 2.687 -4.475 3.825
H33 2.607 -6.320 1.440
H34 3.949 -5.381 2.073
H35 3.211 -4.471 -0.067
H36 2.922 -3.291 1.213
O2 0.238 1.493 0.577
P2 -0.699 2.547 0.048
C18 0.092 4.185 0.059
C19 0.562 4.637 1.456
C20 2.020 4.295 1.730
C21 2.959 4.993 0.748
C22 2.297 5.302 -0.594
C23 1.255 4.252 -0.953
C24 -2.253 2.565 1.006
C25 -2.063 2.127 2.468
C26 -3.289 2.433 3.316
C27 -3.594 3.928 3.364
C28 -3.153 4.688 2.113
C29 -3.138 3.813 0.866
C30 -1.231 2.124 -1.652
C31 -1.913 3.247 -2.446
C32 -1.441 3.363 -3.894
C33 -1.416 2.014 -4.600
C34 -0.673 0.933 -3.815
C35 -0.142 1.412 -2.467
H37 -0.666 4.910 -0.254
H38 -0.060 4.202 2.237
H39 0.438 5.725 1.539
H40 2.159 3.210 1.662
H41 2.288 4.577 2.755
H42 3.841 4.359 0.593
H43 3.328 5.929 1.183
H44 3.064 5.358 -1.376
H45 1.820 6.288 -0.551
H46 1.753 3.277 -1.009
H47 0.857 4.459 -1.951
H48 -2.831 1.753 0.543
H49 -1.187 2.606 2.912
H50 -1.856 1.050 2.495
H51 -3.150 2.053 4.335
H52 -4.154 1.899 2.902
H53 -3.104 4.378 4.236
H54 -4.671 4.062 3.519
H55 -2.154 5.106 2.278
H56 -3.816 5.547 1.958
H57 -2.844 4.413 0.003
H58 -4.169 3.490 0.669
H59 -2.001 1.357 -1.487
H60 -1.773 4.218 -1.968
H61 -2.996 3.068 -2.440
H62 -0.436 3.803 -3.917
H63 -2.092 4.055 -4.440
H64 -0.958 2.130 -5.589
H65 -2.446 1.681 -4.779
H66 0.158 0.545 -4.415
H67 -1.351 0.084 -3.656
H68 0.713 2.076 -2.628
H69 0.242 0.551 -1.908
H70 2.765 -0.060 0.635